Entry from the Open Molecules 2025 dataset: C5H12N2 as an isolated structure at a distorted geometry (wB97M-V/def2-TZVPD).

```
! wB97M-V def2-TZVPD RIJCOSX def2/J DEFGRID3
* xyz 0 1
C 2.1554 -0.8406 0.9704
C 2.4783 -0.3824 -0.4143
C -0.9073 1.1621 -0.6707
C -2.1772 -0.0272 1.2720
C -1.8602 -0.0513 -0.6071
N -3.0947 0.0751 0.3710
N 1.5889 -0.2866 -1.3363
H 1.4799 -1.6581 1.1537
H 1.6613 0.1927 0.7638
H 2.9408 -0.6931 1.7029
H 3.4998 0.0305 -0.5137
H -0.1527 1.1641 -1.4472
H -0.2881 1.1726 0.2261
H -1.8107 -0.9684 1.7405
H -1.9365 0.8555 1.9067
H -1.4874 -1.0758 -0.6952
H -2.3900 0.0791 -1.5567
H 1.8081 -0.8192 -2.1706
H -1.5076 2.0713 -0.6954
*
```

Output
- Energy relative to the best compared isomer or geometry (same formula, charge and spin): 178.70 kcal/mol
- Molecular weight: 100.2 g mol⁻¹
- LUMO level: 0.62 eV